[1]
The following is a DFT calculation (the ωB97M-V functional and the def2-TZVPD basis) of the ion C4H14N2O with charge +2.

Charge: +2
E_tot in Eh: -344.922987
Largest force on an atom in eV/A: 1.959
SMILES: [NH3+]CC[C@H]([NH3+])CO
Orbital gap in eV: 11.6
Relative energy (zero: lowest compared OMol25 entry of this formula, charge and spin) in kJ/mol: 70.7

```
21
Properties=species:S:1:pos:R:3:forces:R:3
C -1.4868 -0.4447 -0.4456 -0.78 0.22 0.90
O -2.2054 -0.2338 -1.6200 0.36 0.68 -1.11
C -0.2278 0.4066 -0.6234 1.25 0.72 -0.40
C 0.6653 0.7381 0.5938 -1.17 -1.00 1.21
C 0.8121 -0.5416 1.4852 -1.26 0.27 0.55
N 1.9444 -1.4366 1.0039 -0.55 -0.62 -0.01
N -0.6642 1.7114 -1.2879 -0.59 -0.28 -1.15
H -2.0728 -0.0737 0.4127 0.15 -0.12 0.00
H -1.2269 -1.4866 -0.2286 -0.01 0.07 -0.34
H -2.9325 -0.7777 -1.9418 0.10 -0.52 0.77
H 0.4193 -0.1015 -1.3485 -0.36 0.27 -0.33
H 0.1986 1.5625 1.1701 0.17 -0.66 0.07
H 1.6673 1.0927 0.3700 0.03 0.13 -0.57
H -0.1476 -1.1055 1.6303 0.97 0.10 -0.90
H 0.9886 -0.3458 2.5466 0.74 0.51 -0.31
H 1.7948 -1.9986 0.1411 -0.22 0.62 0.39
H 2.1303 -2.1448 1.7247 0.26 0.17 0.02
H 2.7830 -0.8717 0.8589 0.21 -0.13 0.13
H -1.2199 2.3500 -0.7080 -0.01 -0.36 0.32
H 0.0986 2.2928 -1.6590 -0.03 -0.43 -0.04
H -1.3184 1.4085 -2.0745 0.74 0.36 0.79
```
Positions in Å, forces in eV/Å.

Here are the Mulliken charges for atoms 1 to 2, given in e:
1. C -0.80
2. O -0.56


[2]
The following is a DFT calculation (the ωB97M-V functional and the def2-TZVPD basis) of the ion C33H32NO with charge +1.

Charge: +1
E_tot in Eh: -1406.468833
Largest force on an atom in eV/A: 3.164
SMILES: COc1ccc(C2([C@H]3CCCC/C3=[N+](\C)c3ccccc3)c3ccccc3-c3ccccc32)cc1
Orbital gap in eV: 7.3
Relative energy (zero: lowest compared OMol25 entry of this formula, charge and spin) in kJ/mol: 0.0

```
67
Properties=species:S:1:pos:R:3:forces:R:3
C -0.3966 0.8943 -4.0859 -0.40 0.21 -0.22
N -0.0547 0.8504 -2.6461 0.42 -1.21 0.40
C 0.1164 -0.3266 -2.0612 0.33 0.60 -0.51
C 0.8294 -0.4371 -0.7209 1.30 0.92 -2.21
C 2.1202 -1.2848 -0.9644 0.26 0.38 -0.49
C 1.9398 -2.5867 -1.7511 0.27 -0.59 -0.32
C 0.5092 -2.8224 -2.2417 -0.14 -0.32 0.49
C -0.1622 -1.5785 -2.8379 -0.05 -0.44 -0.50
C 0.2464 2.1302 -2.0216 0.11 0.91 0.39
C -0.3928 2.5435 -0.8460 -0.12 -0.38 -0.27
C -0.0982 3.7822 -0.2754 0.32 -0.01 -0.29
C 0.8641 4.6094 -0.8640 -0.19 -0.23 -0.01
C 1.4834 4.2136 -2.0532 -0.03 -0.10 0.02
C 1.1622 2.9895 -2.6440 0.02 -0.34 0.05
H -0.6245 1.9284 -4.3527 0.01 -0.24 0.11
H 0.4467 0.5468 -4.7006 -0.24 0.07 0.28
H -1.2775 0.2711 -4.2874 0.28 0.21 0.10
H 1.2082 0.5775 -0.5998 -0.01 -0.12 0.28
H 2.7932 -0.6426 -1.5530 -0.17 -0.02 0.18
H 2.6580 -1.4702 -0.0256 -0.43 0.16 -0.15
H 2.6220 -2.5688 -2.6199 -0.23 -0.03 0.31
H 2.2478 -3.4579 -1.1450 -0.19 0.38 -0.22
H 0.4978 -3.6485 -2.9691 -0.08 0.39 0.13
H -0.0855 -3.1653 -1.3902 0.11 0.04 -0.27
H -1.2602 -1.7435 -2.8779 0.40 0.21 0.06
H 0.1579 -1.4872 -3.8944 -0.10 0.25 0.51
H -1.1122 1.8742 -0.3754 0.25 0.40 -0.11
H -0.6082 4.0997 0.6326 0.13 -0.18 -0.20
H 1.1208 5.5594 -0.3894 -0.08 -0.31 -0.25
H 2.2315 4.8571 -2.5225 -0.29 -0.24 0.14
H 1.6422 2.6699 -3.5731 -0.07 0.22 0.30
C -0.4028 4.5079 4.4056 0.35 -0.26 -0.24
O 0.6686 3.8400 3.7136 -0.22 -0.32 0.30
C 0.4292 2.6460 3.1083 -0.41 -0.08 -0.38
C 1.5474 2.0084 2.5244 -0.38 0.58 0.37
C 1.3483 0.9259 1.7011 -0.08 0.00 -0.03
C 0.0636 0.4133 1.4503 -0.16 0.14 0.20
C -0.0219 -0.7581 0.4599 -1.65 -0.62 2.63
C -1.4668 -1.1921 0.0867 0.27 -0.63 0.33
C -1.6160 -2.5805 0.2988 0.01 0.16 -0.27
C -2.7786 -3.2654 -0.0492 0.39 0.28 0.11
C -3.8706 -2.5209 -0.4939 0.09 0.13 -0.18
C -3.7618 -1.1309 -0.6308 0.10 -0.06 0.02
C -2.5530 -0.4616 -0.3619 -0.26 -0.15 -0.28
C -0.4150 -3.0961 0.9748 0.38 0.26 -0.09
C 0.4578 -2.0190 1.2208 -0.66 -0.51 0.14
C 1.4728 -2.1728 2.1552 0.14 -0.33 -0.06
C 1.7262 -3.4560 2.6719 -0.18 0.16 -0.25
C 0.9600 -4.5579 2.2640 0.23 0.12 0.08
C -0.1358 -4.3818 1.4227 -0.02 0.34 -0.10
C -1.0244 0.9603 2.1398 0.43 -0.31 -0.22
C -0.8541 2.0771 2.9586 0.56 0.43 0.18
H 0.0987 5.3111 4.9496 -0.27 -0.12 -0.06
H -1.1225 4.9252 3.6860 0.13 -0.12 0.20
H -0.9134 3.8306 5.1055 0.17 0.21 -0.16
H 2.5468 2.4124 2.7017 -0.37 -0.07 -0.06
H 2.2288 0.4747 1.2307 -0.35 0.20 0.13
H -2.7873 -4.3538 0.0360 -0.31 0.34 0.07
H -4.8050 -3.0285 -0.7389 0.25 0.23 0.06
H -4.6292 -0.5548 -0.9513 0.21 -0.14 0.07
H -2.4925 0.6170 -0.4966 -0.17 -0.26 0.00
H 2.0405 -1.3119 2.5128 -0.03 -0.38 -0.16
H 2.5395 -3.5834 3.3879 -0.28 -0.03 -0.19
H 1.2073 -5.5507 2.6324 -0.05 0.19 -0.04
H -0.7745 -5.1982 1.0894 0.17 0.00 0.37
H -2.0193 0.5240 2.0315 0.29 0.17 0.00
H -1.7159 2.5234 3.4593 0.29 -0.17 -0.22
```
Positions in Å, forces in eV/Å.

Here are the Mulliken charges for atoms 1 to 2, given in e:
1. C -1.15
2. N 0.59


[3]
The following is a DFT calculation (the ωB97M-V functional and the def2-TZVPD basis) of a structure of composition C3H5NO2.

Charge: 0
E_tot in Eh: -322.450548
Largest force on an atom in eV/A: 0.553
Orbital gap in eV: 9.4
Relative energy (zero: lowest compared OMol25 entry of this formula, charge and spin) in kJ/mol: 325.0

```
11
Properties=species:S:1:pos:R:3:forces:R:3
N -1.5656 -0.2017 0.6868 -0.11 -0.04 0.09
C -0.6419 0.2736 -0.4687 0.02 0.30 -0.19
O -0.9942 1.1142 -1.2447 0.14 -0.40 0.36
C 0.6011 -0.3141 -0.0329 0.24 0.02 -0.29
C 1.8766 0.2657 -0.4530 0.16 -0.07 0.04
O 2.9585 -0.2683 -0.3076 -0.36 0.16 -0.06
H -2.1359 -1.0211 0.4796 0.10 0.15 0.01
H -2.1546 0.5568 1.0261 0.09 -0.11 -0.06
H 0.6023 -1.4007 0.0873 -0.08 0.14 0.09
H -0.3466 -0.2882 1.1198 -0.23 -0.03 -0.02
H 1.8003 1.2838 -0.8927 0.05 -0.12 0.04
```
Positions in Å, forces in eV/Å.

Here are the Mulliken charges for atoms 1 to 2, given in e:
1. N -0.43
2. C 0.41


[4]
The following is a DFT calculation (the ωB97M-V functional and the def2-TZVPD basis) of the molecule C21H29N5O3.

Charge: 0
E_tot in Eh: -1317.164616
Largest force on an atom in eV/A: 1.079
SMILES: CCCn1cnnc1CNC(=O)[C@H]1CCC(=O)N(CCc2ccc(OC)cc2)C1
Orbital gap in eV: 9.1
Relative energy (zero: lowest compared OMol25 entry of this formula, charge and spin) in kJ/mol: 177.1

```
58
Properties=species:S:1:pos:R:3:forces:R:3
C -5.3093 -0.4726 -1.3094 0.03 0.18 0.17
C -4.7037 0.3646 -0.1912 0.14 -0.20 -0.07
C -3.2544 -0.0504 0.0716 -0.60 -0.11 -0.39
N -2.6567 0.7424 1.1129 0.42 0.44 0.44
C -2.5763 0.4477 2.4367 -0.03 -0.07 -0.18
N -1.9810 1.4010 3.0889 -0.08 -0.50 0.88
N -1.6584 2.3550 2.2043 0.23 0.85 -0.63
C -2.0698 1.9715 1.0244 -0.25 -0.21 -0.02
C -1.7837 2.7127 -0.2390 0.06 -0.16 -0.02
N -0.3695 2.5682 -0.5460 -0.08 0.43 -0.03
C 0.0948 1.4227 -1.0953 0.63 0.13 -0.05
O -0.6333 0.6253 -1.6559 -0.29 -0.28 -0.15
C 1.5889 1.1918 -0.9547 -0.04 0.09 0.15
H 1.8034 0.2507 -1.4709 -0.11 0.10 0.06
C 2.4891 2.2874 -1.5171 -0.03 -0.20 -0.12
H 2.2266 2.5165 -2.5515 0.00 0.07 0.03
C 3.9279 1.7876 -1.4451 0.02 0.10 0.01
C 4.3162 1.0248 -0.1847 -0.02 0.20 -0.26
O 5.4800 0.7257 0.0110 0.36 -0.09 -0.04
N 3.3366 0.6626 0.6742 -0.09 -0.14 0.17
C 1.9462 1.0263 0.5230 -0.31 0.07 -0.16
H 1.7512 1.9609 1.0715 -0.09 -0.10 -0.03
H 1.3298 0.2437 0.9715 0.04 0.12 -0.03
C 3.6934 -0.1107 1.8495 0.41 -0.18 0.10
H 4.7094 0.1718 2.1355 -0.18 0.00 0.08
H 3.0024 0.1507 2.6539 0.01 0.01 -0.01
C 3.6544 -1.6263 1.5780 -0.09 0.28 0.04
C 2.3156 -2.0362 1.0373 0.17 -0.18 -0.06
C 2.1218 -2.1887 -0.3273 0.04 -0.04 0.27
C 0.8660 -2.4318 -0.8576 -0.33 -0.07 -0.15
C -0.2337 -2.5303 -0.0145 0.11 0.06 0.10
C -0.0420 -2.4187 1.3635 -0.15 0.00 -0.12
C 1.2138 -2.1748 1.8776 0.01 -0.07 -0.15
H 1.3399 -2.0750 2.9461 0.00 0.02 0.14
H -0.8963 -2.5188 2.0149 -0.12 -0.02 0.07
O -1.5163 -2.7373 -0.4285 0.13 -0.04 0.31
C -1.7730 -2.7084 -1.8150 -0.01 0.04 -0.23
H -2.8524 -2.8091 -1.9187 0.05 -0.01 -0.04
H -1.2850 -3.5418 -2.3300 -0.02 0.02 0.02
H -1.4474 -1.7603 -2.2526 0.01 -0.03 0.00
H 0.7567 -2.5302 -1.9255 -0.05 0.01 -0.11
H 2.9687 -2.1063 -0.9941 0.10 0.02 -0.07
H 4.4385 -1.8642 0.8586 0.05 -0.02 0.05
H 3.8691 -2.1450 2.5137 0.07 -0.05 0.00
H 4.6360 2.6114 -1.5516 0.03 -0.12 0.02
H 4.1233 1.0990 -2.2724 0.03 0.02 0.04
H 2.3787 3.2032 -0.9323 -0.04 0.06 0.00
H 0.2492 3.1111 0.0356 0.05 -0.10 -0.02
H -2.0075 3.7724 -0.1119 -0.04 -0.13 -0.03
H -2.3552 2.3050 -1.0739 0.01 0.15 0.07
H -2.9537 -0.4557 2.8688 -0.12 -0.26 0.05
H -3.2121 -1.0973 0.3809 0.07 0.08 -0.07
H -2.6522 0.0599 -0.8344 -0.02 -0.10 0.14
H -4.7366 1.4228 -0.4623 0.01 0.03 0.07
H -5.2872 0.2392 0.7241 0.02 0.09 0.02
H -6.3353 -0.1680 -1.4988 -0.09 -0.04 -0.08
H -4.7377 -0.3517 -2.2267 0.03 -0.03 -0.15
H -5.3078 -1.5260 -1.0392 -0.03 -0.15 -0.02
```
Positions in Å, forces in eV/Å.

Here are the Mulliken charges for atoms 1 to 2, given in e:
1. C -1.30
2. C -0.29


[5]
The following is a DFT calculation (the ωB97M-V functional and the def2-TZVPD basis) of the molecule C28H22ClFN2O4S.

Charge: 0
E_tot in Eh: -2448.880992
Largest force on an atom in eV/A: 1.163
SMILES: O=C(/C=C/c1cccs1)N1CCC2(CC1)Oc1ccc(F)cc1C(=O)[C@]21CC(c2ccc(Cl)cc2)=NO1
Orbital gap in eV: 8.2

```
59
Properties=species:S:1:pos:R:3:forces:R:3
O 0.6443 2.9170 2.2586 0.10 -0.06 0.29
C 0.8976 2.3977 1.1818 -0.15 0.25 -0.14
N -0.0214 2.3954 0.1738 -0.07 0.04 0.04
C 0.0833 1.6658 -1.0705 0.13 -0.20 -0.35
H 0.7445 0.8054 -0.9375 -0.08 0.15 -0.04
C -1.2891 1.2090 -1.5690 -0.09 -0.16 0.18
H -1.1620 0.3904 -2.2783 -0.02 0.06 0.00
H -1.7855 2.0205 -2.1031 0.01 0.00 0.02
C -2.2785 0.7726 -0.4746 0.41 0.01 0.04
C -2.3487 1.8248 0.6568 0.08 0.03 -0.12
H -2.1636 1.3545 1.6239 0.01 0.06 0.08
C -1.3315 2.9500 0.4418 -0.24 0.14 0.37
H -1.2531 3.5562 1.3457 -0.06 -0.02 -0.23
H -1.6276 3.5880 -0.3944 -0.02 0.02 0.04
H -3.3539 2.2487 0.6797 -0.01 -0.06 0.03
C -1.9645 -0.6336 0.0881 0.30 0.14 0.12
C -0.6463 -0.7813 0.8513 -0.18 -0.26 -0.13
C 0.1595 -1.5805 -0.1425 -1.01 0.42 0.09
N -0.5454 -1.9836 -1.1281 1.09 -0.39 -0.13
O -1.8284 -1.5478 -1.0347 -0.90 0.26 0.22
C 1.5698 -1.8838 -0.0103 0.64 -0.22 -0.08
C 2.2414 -1.6622 1.1922 -0.21 -0.09 -0.26
C 3.5785 -1.9849 1.3172 0.17 -0.10 -0.05
C 4.2563 -2.5232 0.2341 -0.29 0.09 0.00
C 3.6112 -2.7283 -0.9776 0.09 -0.02 0.07
C 2.2741 -2.4124 -1.0948 -0.09 0.09 0.19
H 1.7490 -2.5759 -2.0221 -0.02 -0.03 -0.13
H 4.1539 -3.1397 -1.8140 0.07 -0.04 -0.06
Cl 5.9173 -2.9559 0.3966 0.21 -0.23 0.06
H 4.0936 -1.8328 2.2524 0.07 0.01 0.08
H 1.7134 -1.2582 2.0416 -0.08 0.07 0.11
H -0.1835 0.1577 1.1381 0.03 0.02 -0.02
H -0.8244 -1.3740 1.7569 0.05 0.14 -0.07
C -3.1513 -1.1620 0.9157 0.40 0.02 -0.08
O -2.9820 -1.7612 1.9521 -0.15 0.01 -0.06
C -4.4422 -0.9281 0.2834 -0.35 0.22 -0.21
C -5.5675 -1.6464 0.6980 -0.27 0.08 -0.21
C -6.7587 -1.4587 0.0398 0.28 0.01 0.11
C -6.8700 -0.5718 -1.0259 0.10 -0.10 0.16
C -5.7677 0.1520 -1.4223 0.17 0.01 0.04
C -4.5420 -0.0097 -0.7695 -0.38 -0.36 0.42
O -3.5256 0.7603 -1.1860 0.08 0.01 -0.40
H -5.8268 0.8530 -2.2389 -0.02 0.09 -0.09
H -7.8194 -0.4575 -1.5246 -0.10 0.01 -0.05
F -7.8495 -2.1494 0.4252 -0.02 -0.01 -0.01
H -5.4764 -2.3452 1.5144 -0.02 -0.08 0.08
H 0.5205 2.3077 -1.8475 0.03 -0.15 0.01
C 2.2101 1.7507 0.9854 0.43 -0.04 -0.20
C 2.9709 1.7148 -0.1158 -0.65 0.17 0.34
C 4.2881 1.1476 -0.1593 0.77 -0.27 -0.34
C 5.1459 0.8219 0.8606 -0.29 0.21 -0.24
C 6.3665 0.2909 0.4091 0.18 -0.01 -0.16
C 6.4315 0.2015 -0.9465 -0.24 0.18 -0.24
S 5.0071 0.7806 -1.7020 0.07 0.01 0.69
H 7.2342 -0.1721 -1.5506 0.19 -0.10 -0.08
H 7.1643 -0.0142 1.0619 0.13 -0.07 0.08
H 4.9192 0.9887 1.8975 -0.08 0.06 0.22
H 2.6260 2.1333 -1.0499 -0.19 0.06 -0.07
H 2.6145 1.3775 1.9165 0.01 -0.07 0.08
```
Positions in Å, forces in eV/Å.

Here are the Mulliken charges for atoms 1 to 2, given in e:
1. O -0.70
2. C 0.33


[6]
The following is a DFT calculation (the ωB97M-V functional and the def2-TZVPD basis) of a structure of composition C19H24CeClN.

Charge: +2
E_tot in Eh: -1727.875663
Largest force on an atom in eV/A: 2.141
Orbital gap (spin up / spin down) in eV: 5.6 / 8.2
Relative energy (zero: lowest compared OMol25 entry of this formula, charge and spin) in kJ/mol: 0.0

```
46
Properties=species:S:1:pos:R:3:forces:R:3
C -0.7181 0.5474 -5.2010 -0.31 0.11 -1.26
C -1.8920 1.5025 -5.3859 0.02 -0.02 0.24
C 0.4995 1.0973 -5.9366 0.12 0.00 0.28
C -1.0738 -0.8211 -5.7703 0.03 -0.05 0.24
Cl -0.3404 0.3661 -3.2915 -0.10 0.11 -0.91
H 0.2530 1.1892 -7.0021 -0.19 -0.11 0.24
H 1.3553 0.4304 -5.8855 0.11 -0.02 0.19
H 0.7725 2.0954 -5.6065 0.09 0.03 0.20
H -2.1139 1.5906 -6.4573 0.22 -0.17 0.15
H -1.6637 2.5066 -5.0406 0.01 0.05 0.20
H -2.7989 1.1338 -4.9167 -0.05 0.01 0.20
H -1.3054 -0.7132 -6.8374 0.08 0.22 0.21
H -1.9614 -1.2409 -5.3071 -0.02 -0.09 0.19
H -0.2445 -1.5199 -5.7106 0.06 -0.09 0.18
C 1.0139 2.0379 2.4022 -0.27 0.30 -0.16
C 2.0092 1.6797 1.4562 0.11 0.16 0.21
C 1.4571 1.8092 0.1448 -0.76 0.50 -0.32
H 3.0411 1.4176 1.7085 -0.56 0.25 -0.20
C 0.1109 2.2789 0.2779 0.88 -0.23 0.17
C -0.1576 2.4303 1.6839 0.51 -0.07 0.01
H -1.0869 2.8129 2.1240 0.42 -0.23 -0.26
H 1.1561 2.0947 3.4904 -0.11 -0.13 -0.66
H 1.9490 1.5737 -0.8045 -0.15 0.28 0.44
H -0.6060 2.4181 -0.5364 0.33 0.13 0.22
C 0.8723 -2.7415 1.2239 0.47 0.30 0.02
C 1.8360 -2.0610 2.0305 -0.14 -0.30 -0.25
C 2.5815 -1.1964 1.1886 0.11 -0.12 0.21
H 2.0342 -2.2462 3.0945 -0.17 0.19 -0.60
C 2.0657 -1.2993 -0.1408 -0.57 -0.75 -0.41
C 1.0050 -2.2628 -0.1271 0.76 0.58 0.21
H 0.3698 -2.5364 -0.9744 0.35 -0.01 0.22
H 0.1819 -3.5222 1.5651 0.27 0.41 -0.20
H 3.4491 -0.6137 1.5088 -0.41 -0.38 -0.25
H 2.3967 -0.7395 -1.0206 -0.02 -0.38 0.36
Ce 0.1024 -0.1645 1.1018 -1.30 -0.63 1.58
C -1.7645 -1.0377 6.2915 0.13 0.01 -0.43
C -1.2539 -2.0868 5.5217 0.11 0.36 -0.35
C -0.7591 -1.8316 4.2425 -0.23 0.37 -0.28
N -0.7708 -0.5997 3.6509 0.14 -0.02 0.89
C -1.2253 0.4188 4.4411 -0.06 -0.38 -0.39
C -1.7349 0.2391 5.7268 0.21 -0.13 -0.37
H -2.1707 -1.2109 7.2941 0.20 0.09 -0.45
H -1.2352 -3.1031 5.8864 0.02 -0.01 0.07
H -0.3435 -2.6459 3.6408 -0.27 0.28 0.31
H -1.1866 1.4197 3.9975 -0.12 -0.43 0.27
H -2.1052 1.1043 6.2581 0.03 -0.02 0.06
```
Positions in Å, forces in eV/Å.

Here are the Mulliken charges for atoms 1 to 2, given in e:
1. C 0.84
2. C -1.35